Here is a single C7H14O molecule at a distorted geometry from the OMol25 dataset. Energies are from ωB97M-V/def2-TZVPD.

Computed properties:
**Highest occupied orbital energy**: -9.5 eV
**Frontier orbital gap**: 0.3851 hartree
**Molar mass**: 114.19 g/mol
**SMILES**: CCCC/C=C/CO

Each line ends with the natural charge from an NBO analysis.
Cartesian coordinates (Å):
1 C -0.590 1.924 -2.562  -0.603
2 C 0.529 1.715 -1.538  -0.394
3 C 0.093 2.109 -0.111  -0.395
4 C 0.732 1.220 0.973  -0.424
5 C 0.138 -0.192 1.106  -0.168
6 C 0.223 -1.246 0.293  -0.220
7 C 0.119 -2.655 0.827  -0.095
8 O -1.081 -3.076 1.413  -0.711
9 H -1.504 1.482 -2.182  0.205
10 H -0.744 3.001 -2.674  0.201
11 H -0.286 1.566 -3.544  0.209
12 H 0.884 0.684 -1.552  0.189
13 H 1.424 2.262 -1.790  0.198
14 H -0.976 2.148 0.040  0.202
15 H 0.540 3.094 0.059  0.201
16 H 0.602 1.707 1.940  0.206
17 H 1.802 1.069 0.828  0.215
18 H 0.075 -0.422 2.155  0.184
19 H 0.274 -1.149 -0.784  0.198
20 H 0.341 -3.273 -0.055  0.163
21 H 0.986 -2.888 1.446  0.165
22 H -1.653 -2.334 1.594  0.474

---

Here is a single C7H14O molecule at a distorted geometry from the OMol25 dataset. Energies are from ωB97M-V/def2-TZVPD.

Computed properties:
**Highest occupied orbital energy**: -9.5 eV
**Frontier orbital gap**: 0.3875 hartree
**Molar mass**: 114.19 g/mol
**SMILES**: C=CCCCCCO

Each line ends with the natural charge from an NBO analysis.
Cartesian coordinates (Å):
1 C -0.806 0.398 2.274  -0.409
2 C -0.128 1.319 1.602  -0.173
3 C -0.616 1.852 0.269  -0.447
4 C -1.071 0.809 -0.764  -0.392
5 C 0.077 0.240 -1.637  -0.393
6 C 0.653 -1.106 -1.239  -0.430
7 C 0.967 -1.386 0.209  -0.060
8 O 1.427 -2.730 0.407  -0.735
9 H -0.469 -0.190 3.106  0.204
10 H -1.778 0.055 1.939  0.181
11 H 0.790 1.689 2.038  0.203
12 H 0.152 2.471 -0.211  0.204
13 H -1.426 2.557 0.492  0.221
14 H -1.538 -0.007 -0.252  0.200
15 H -1.786 1.268 -1.413  0.209
16 H 0.800 1.016 -1.565  0.189
17 H -0.203 0.247 -2.662  0.210
18 H -0.076 -1.846 -1.632  0.194
19 H 1.484 -1.416 -1.889  0.204
20 H 0.104 -1.313 0.854  0.192
21 H 1.804 -0.739 0.481  0.163
22 H 1.639 -3.188 -0.405  0.465

---

Here is 2 unconnected molecules or ions with the total composition C7H14O at a distorted geometry from the OMol25 dataset. Energies are from ωB97M-V/def2-TZVPD.

Computed properties:
**Highest occupied orbital energy**: -9.2 eV
**Frontier orbital gap**: 0.3645 hartree
**Molar mass**: 114.19 g/mol
**SMILES**: C=C(C)C/C=C/C.O

Each line ends with the natural charge from an NBO analysis.
Cartesian coordinates (Å):
1 C 1.863 2.182 0.387  -0.417
2 C 1.081 1.087 0.405  0.050
3 C -0.410 1.310 0.718  -0.655
4 C 1.501 -0.388 0.387  -0.472
5 C 0.802 -1.310 -0.447  -0.191
6 C 1.443 -2.001 -1.392  -0.164
7 C 0.730 -3.236 -1.952  -0.642
8 H 1.539 3.188 0.331  0.192
9 H 2.982 2.253 0.274  0.193
10 H -1.136 1.075 -0.051  0.219
11 H -0.490 0.848 1.684  0.216
12 H -0.533 2.396 0.829  0.212
13 H 1.610 -0.767 1.397  0.224
14 H 2.561 -0.476 -0.091  0.208
15 H -0.168 -1.571 -0.191  0.188
16 H 2.481 -1.853 -1.618  0.194
17 H 0.308 -3.115 -3.039  0.220
18 H -0.126 -3.427 -1.134  0.211
19 H 1.531 -3.981 -1.900  0.215
20 O -6.081 2.322 1.984  -0.947
21 H -6.012 3.278 2.236  0.473
22 H -5.476 2.188 1.185  0.474

---

Look up the frontier orbital gap of the first one.
0.3851 hartree

---

Among the records above, which one has the lowest frontier orbital gap?
number 3

---

Look up the highest occupied orbital energy of the third one.
-9.2 eV

---

Number 3 is which compound?
C7H14O